Run P
Formula: C3H5N5
Source: the OMol25 dataset
Level of theory: ωB97M-V/def2-TZVPD

## Properties
LUMO	0.8	eV
frontier orbital gap	8.24	eV
SMILES	NN=c1cn[nH]nc1
E_HOMO	-7.408	eV

```
13
C3H5N5 | the OMol25 dataset | ωB97M-V/def2-TZVPD
C 0.27 0.39 -0.06
C -0.77 1.39 -0.07
C -0.23 -1.00 -0.12
H 2.41 -1.14 0.45
H 3.42 0.18 0.05
H -0.54 2.45 -0.04
H -3.27 -0.49 0.09
H 0.47 -1.81 -0.28
N 2.52 -0.20 0.00
N 1.52 0.70 -0.03
N -2.02 1.05 -0.02
N -2.28 -0.23 0.09
N -1.49 -1.28 -0.05
```

---

Run Q
Formula: C3H5N5
Source: the OMol25 dataset
Level of theory: ωB97M-V/def2-TZVPD

## Properties
LUMO	-0.9	eV
frontier orbital gap	8.07	eV
E_HOMO	-8.939	eV

```
13
C3H5N5 | the OMol25 dataset | ωB97M-V/def2-TZVPD
C -1.14 -0.42 -0.79
C 1.19 0.33 -1.01
C 0.36 -0.29 1.02
H -2.81 -0.01 -1.91
H -1.98 -0.83 -0.02
H 0.86 0.75 -2.04
H 2.26 1.19 1.72
H -0.32 -0.12 2.76
N -1.55 -0.39 -2.05
N 0.06 -0.33 -0.29
N 2.10 0.55 -0.23
N 1.72 -0.02 1.02
N -0.75 -0.41 1.82
```

---

Run R
Formula: C3H5N5
Source: the OMol25 dataset
Level of theory: ωB97M-V/def2-TZVPD

## Properties
LUMO	0.0	eV
frontier orbital gap	8.49	eV
SMILES	c1nc[nH]nc[nH]n1
E_HOMO	-8.458	eV

```
13
C3H5N5 | the OMol25 dataset | ωB97M-V/def2-TZVPD
C 0.97 0.30 1.19
C -1.28 0.78 -0.31
C -0.38 -1.13 -1.16
H 0.80 -1.53 1.76
H 1.34 0.69 2.32
H 0.44 1.34 -1.72
H -2.09 1.10 0.58
H -0.21 -1.55 -2.23
N 0.44 -0.94 0.92
N 1.03 1.34 0.46
N -0.09 1.41 -0.58
N -1.55 -0.41 -0.86
N 0.56 -1.41 -0.36
```

---

Run S
Formula: C3H5N5
Source: the OMol25 dataset
Level of theory: ωB97M-V/def2-TZVPD

## Properties
LUMO	0.4	eV
frontier orbital gap	9.12	eV
E_HOMO	-8.702	eV

```
13
C3H5N5 | the OMol25 dataset | ωB97M-V/def2-TZVPD
C -1.37 0.45 1.16
C 0.59 0.12 -0.15
C 0.15 -0.79 -1.22
H -2.86 0.56 2.43
H -1.94 -0.83 1.27
H 0.19 1.94 0.95
H -0.62 -1.38 -1.66
H 2.07 -1.51 -2.30
N -1.97 1.23 1.95
N -0.13 1.06 0.66
N 1.51 -1.05 -1.67
N 2.48 -0.20 -1.23
N 1.90 0.42 -0.20
```

---

Which structure is the least stable? The one labeled run Q.

---

Run P
Formula: C3H5N5
Source: the OMol25 dataset
Level of theory: ωB97M-V/def2-TZVPD

## Properties
LUMO	0.7	eV
frontier orbital gap	8.85	eV
SMILES	N/N=C\c1nc[nH]n1
E_HOMO	-8.106	eV

```
13
C3H5N5 | the OMol25 dataset | ωB97M-V/def2-TZVPD
C -0.40 0.34 1.50
C -0.47 0.08 0.05
C 0.04 -0.58 -1.91
H 1.76 -0.32 0.57
H 2.62 -0.10 2.17
H -1.29 0.54 2.09
H 0.51 -0.96 -2.77
H -1.66 0.34 -2.72
N 1.83 -0.05 1.52
N 0.72 0.36 2.14
N 0.51 -0.59 -0.62
N -1.17 0.00 -1.90
N -1.44 0.50 -0.73
```

---

Run Q
Formula: C3H5N5
Source: the OMol25 dataset
Level of theory: ωB97M-V/def2-TZVPD

## Properties
LUMO	-1.3	eV
frontier orbital gap	6.55	eV
E_HOMO	-7.833	eV

```
13
C3H5N5 | the OMol25 dataset | ωB97M-V/def2-TZVPD
C 0.20 0.59 -0.16
C 1.08 -1.30 0.01
C -0.19 -0.76 -0.19
H -1.45 1.76 -0.25
H -0.24 2.76 -0.07
H 3.12 -0.71 0.75
H 1.48 -2.36 -0.20
H -3.25 -0.57 0.11
N -0.47 1.67 -0.23
N 1.56 0.78 0.16
N 2.07 -0.41 -0.05
N -1.55 -1.28 -0.32
N -2.37 -0.17 0.45
```

---

Run R
Formula: C3H5N5
Source: the OMol25 dataset
Level of theory: ωB97M-V/def2-TZVPD

## Properties
LUMO	-0.7	eV
frontier orbital gap	7.82	eV
E_HOMO	-8.539	eV

```
13
C3H5N5 | the OMol25 dataset | ωB97M-V/def2-TZVPD
C -0.79 0.90 0.19
C -2.02 0.26 -0.19
C 0.39 -1.29 -0.03
H 1.16 1.86 -0.90
H 2.28 0.99 0.83
H -0.92 2.06 0.63
H -2.96 0.90 0.37
H 2.21 -1.76 -0.28
N 1.67 0.92 -0.32
N 0.40 0.23 -0.08
N -1.93 -1.17 -0.24
N -0.82 -1.79 -0.07
N 1.32 -2.11 0.09
```

---

Run S
Formula: C3H5N5
Source: the OMol25 dataset
Level of theory: ωB97M-V/def2-TZVPD

## Properties
LUMO	1.1	eV
frontier orbital gap	9.15	eV
E_HOMO	-8.093	eV

```
13
C3H5N5 | the OMol25 dataset | ωB97M-V/def2-TZVPD
C 0.53 -0.55 1.17
C -0.06 0.44 -0.90
C -0.23 -0.71 -0.10
H 1.46 -1.43 1.65
H -0.34 -0.55 1.98
H 1.45 1.56 1.79
H 1.62 1.67 -0.81
H -2.60 -1.11 -1.79
N 1.44 0.69 0.94
N 0.78 1.35 -0.25
N -1.16 0.64 -1.77
N -1.68 -0.61 -1.41
N -1.22 -1.39 -0.49
```

---

Which structure is the least stable? The one labeled run R.

---

Run P
Formula: C3H5N5
Source: the OMol25 dataset
Level of theory: ωB97M-V/def2-TZVPD

## Properties
LUMO	0.5	eV
frontier orbital gap	8.99	eV
E_HOMO	-8.467	eV

```
13
C3H5N5 | the OMol25 dataset | ωB97M-V/def2-TZVPD
C 1.02 0.50 0.11
C -0.29 1.14 -1.53
C -1.08 -0.68 0.08
H 0.84 -1.29 1.27
H 2.08 0.33 1.90
H -1.05 0.95 -2.42
H -2.40 -0.55 -0.23
H -1.62 -2.32 1.10
N 1.31 -0.09 1.29
N 1.53 1.51 -0.54
N 0.76 1.80 -1.50
N -0.36 0.37 -0.38
N -0.74 -1.66 0.84
```

---

Run Q
Formula: C3H5N5
Source: the OMol25 dataset
Level of theory: ωB97M-V/def2-TZVPD

## Properties
LUMO	0.6	eV
frontier orbital gap	9.53	eV
E_HOMO	-8.897	eV

```
13
C3H5N5 | the OMol25 dataset | ωB97M-V/def2-TZVPD
C -1.01 1.84 0.45
C -0.39 -0.50 -0.03
C 0.80 -2.00 -0.65
H 0.22 3.40 0.90
H -1.97 2.25 0.91
H -2.32 0.18 0.26
H 1.04 -2.92 -1.16
H 1.24 0.81 0.60
N 0.15 2.40 0.51
N -1.41 0.47 0.08
N -0.54 -1.67 -0.63
N 1.72 -1.08 -0.16
N 0.84 -0.08 0.19
```

---

Which structure is the least stable? The one labeled run P.

---

Run P
Formula: H5N2O2P
Source: the OMol25 dataset
Level of theory: ωB97M-V/def2-TZVPD

## Properties
LUMO (spin up / spin down)	-0.3 / -0.3	eV
frontier orbital gap (spin up / spin down)	8.21 / 8.21	eV
E_HOMO (spin up / spin down)	-8.491 / -8.492	eV

```
10
H5N2O2P | the OMol25 dataset | ωB97M-V/def2-TZVPD
N -1.09 0.95 -0.92
N -0.17 0.02 -1.10
O 1.19 0.71 1.04
O 2.27 -1.13 -0.40
P 1.23 -0.06 -0.37
H -1.52 1.09 -0.04
H -1.51 1.22 -1.82
H -0.75 -1.56 0.75
H 1.65 0.24 1.70
H -1.29 -1.48 1.15
```

---

Run Q
Formula: H5N2O2P
Source: the OMol25 dataset
Level of theory: ωB97M-V/def2-TZVPD

## Properties
LUMO (spin up / spin down)	-0.2 / -0.2	eV
frontier orbital gap (spin up / spin down)	8.69 / 8.69	eV
E_HOMO (spin up / spin down)	-8.870 / -8.869	eV

```
10
H5N2O2P | the OMol25 dataset | ωB97M-V/def2-TZVPD
N -1.19 0.52 -1.08
N -0.70 0.23 0.11
O 1.89 0.39 0.16
O 0.38 1.22 2.03
P 0.55 1.31 0.42
H -0.68 0.16 -1.95
H -2.20 0.11 -1.14
H 0.35 -1.18 0.04
H 2.60 0.81 -0.38
H -0.54 1.13 2.24
```

---

Which structure is the least stable? The one labeled run Q.